Entry 1:
Entry from the Open Molecules 2025 dataset: a molecular structure, C30H55ClP2PbSSi2 in a non-equilibrium geometry (ωB97M-V/def2-TZVPD).

Geometry (Å):
1 Pb 0.768 -0.852 -0.279
2 C -1.710 1.981 0.986
3 C -1.807 0.815 1.748
4 C -0.580 0.685 2.496
5 Si -3.377 -0.225 1.824
6 C 0.300 1.680 2.039
7 C -0.383 2.418 1.005
8 Si 0.224 3.863 -0.043
9 H -2.570 2.569 0.606
10 H -0.440 0.023 3.361
11 H 1.267 1.961 2.477
12 Cl 2.709 -2.692 -0.643
13 C -1.266 4.816 -0.607
14 C 1.390 4.935 0.940
15 C -4.803 0.829 1.260
16 C -3.669 -0.808 3.569
17 H 0.847 5.363 1.804
18 H 1.719 5.773 0.292
19 H 2.280 4.407 1.319
20 H -1.910 4.225 -1.277
21 H -0.934 5.715 -1.154
22 H -1.882 5.139 0.250
23 H -3.782 0.074 4.228
24 H -2.864 -1.440 3.975
25 H -4.620 -1.377 3.593
26 H -4.869 1.754 1.861
27 H -5.743 0.261 1.393
28 H -4.721 1.123 0.204
29 C 1.087 3.159 -1.559
30 C -3.154 -1.696 0.662
31 P 2.009 1.602 -1.316
32 H 1.748 3.966 -1.946
33 H 0.312 2.937 -2.329
34 P -1.490 -2.436 0.505
35 H -3.407 -1.350 -0.366
36 H -3.883 -2.472 0.990
37 C -1.484 -3.912 -0.680
38 C -1.169 -3.162 2.204
39 C 3.456 2.098 -0.223
40 C 2.772 1.036 -2.955
41 C 1.957 -0.115 -3.549
42 H 3.766 0.645 -2.654
43 C 2.971 2.159 -3.962
44 H 2.022 2.616 -4.279
45 H 3.446 1.729 -4.861
46 H 3.632 2.958 -3.592
47 H 1.971 -1.017 -2.911
48 H 2.394 -0.399 -4.515
49 H 0.904 0.159 -3.726
50 H 2.969 2.578 0.643
51 C 4.380 3.108 -0.894
52 C 4.199 0.852 0.258
53 H 3.859 4.011 -1.236
54 H 4.908 2.658 -1.748
55 H 5.139 3.422 -0.164
56 H 3.556 0.140 0.801
57 H 5.007 1.151 0.938
58 H 4.651 0.308 -0.582
59 H -1.345 -2.312 2.886
60 C 0.288 -3.601 2.321
61 C -2.144 -4.284 2.541
62 H -3.196 -3.978 2.481
63 H -1.950 -4.608 3.573
64 H -1.991 -5.152 1.882
65 H 1.013 -2.790 2.146
66 H 0.521 -4.401 1.606
67 H 0.464 -3.989 3.332
68 C -0.910 -3.574 -2.058
69 C -2.867 -4.523 -0.842
70 H -0.812 -4.641 -0.176
71 H -3.580 -3.803 -1.269
72 H -3.291 -4.911 0.095
73 H -2.782 -5.367 -1.548
74 H -1.564 -2.911 -2.645
75 H -0.802 -4.519 -2.613
76 H 0.098 -3.127 -2.031
77 C 4.459 -3.958 -0.160
78 H 4.794 -3.759 0.883
79 H 3.968 -4.941 -0.333
80 H 5.137 -3.596 -0.964
81 S -1.696 0.078 -2.426
82 C -2.248 1.503 -3.157
83 C -1.567 2.128 -4.242
84 C -1.963 3.385 -4.703
85 C -3.113 3.974 -4.140
86 C -3.814 3.403 -3.041
87 C -3.375 2.157 -2.583
88 H -0.671 1.653 -4.644
89 H -1.356 3.928 -5.443
90 H -3.464 4.940 -4.530
91 H -4.625 3.925 -2.532
92 H -3.832 1.715 -1.698

Kohn-Sham gap (spin up / spin down) ... 4.280 / 4.279 eV
Strongest force on any atom ... 3.83 eV Å⁻¹
Total charge ... 0
LUMO level (spin up / spin down) ... -1.878 / -1.879 eV
HOMO energy (spin up / spin down) ... -6.16 / -6.16 eV

---

Entry 2:
Entry from the Open Molecules 2025 dataset: a molecular structure, C30H55F5N10OSZr in a non-equilibrium geometry (ωB97M-V/def2-TZVPD).

Geometry (Å):
1 Zr -0.068 0.147 -0.032
2 C -0.999 0.510 5.076
3 N 0.112 -0.282 4.569
4 C 0.940 -0.856 5.627
5 C 0.345 -0.578 3.269
6 N 0.248 0.326 2.289
7 C 0.463 1.726 2.732
8 C 0.119 2.730 1.646
9 N 0.692 2.313 0.351
10 C 2.168 2.468 0.373
11 C 2.834 1.105 0.354
12 N 2.363 0.380 -0.826
13 C 3.307 -0.031 -1.651
14 N 4.650 0.072 -1.338
15 C 5.241 -0.684 -0.248
16 C 5.591 0.628 -2.302
17 N 3.034 -0.513 -2.881
18 C 1.735 -0.327 -3.489
19 C 3.938 -1.416 -3.582
20 C 0.117 3.094 -0.761
21 C -1.403 2.920 -0.864
22 N -1.869 1.716 -0.150
23 C -3.187 1.718 0.047
24 N -3.800 1.041 1.037
25 C -5.171 0.567 0.898
26 C -3.145 0.542 2.221
27 N -4.004 2.507 -0.711
28 C -4.028 2.427 -2.163
29 C -5.069 3.313 -0.132
30 N 0.727 -1.860 3.002
31 C 2.030 -2.128 2.380
32 C 0.180 -2.967 3.781
33 H -1.465 -0.043 5.893
34 H -0.665 1.469 5.480
35 H -1.753 0.670 4.309
36 H 1.252 -0.048 6.291
37 H 0.394 -1.589 6.222
38 H 1.835 -1.313 5.215
39 H -0.136 1.992 3.597
40 H 1.512 1.837 3.027
41 H -0.960 2.794 1.557
42 H 0.495 3.717 1.935
43 H 2.493 3.022 -0.507
44 H 2.488 3.036 1.249
45 H 3.911 1.262 0.348
46 H 2.573 0.545 1.259
47 H 4.461 -1.154 0.349
48 H 5.895 -1.470 -0.640
49 H 5.848 -0.036 0.391
50 H 5.051 1.105 -3.116
51 H 6.199 1.384 -1.800
52 H 6.266 -0.128 -2.712
53 H 1.453 0.721 -3.422
54 H 1.794 -0.606 -4.538
55 H 0.982 -0.947 -3.000
56 H 4.732 -1.758 -2.925
57 H 3.380 -2.291 -3.917
58 H 4.377 -0.936 -4.458
59 H 0.337 4.158 -0.631
60 H 0.602 2.760 -1.680
61 H -1.900 3.796 -0.441
62 H -1.659 2.908 -1.923
63 H -5.825 1.046 1.629
64 H -5.548 0.756 -0.101
65 H -5.186 -0.512 1.064
66 H -2.109 0.849 2.239
67 H -3.662 0.934 3.102
68 H -3.197 -0.551 2.257
69 H -3.306 1.696 -2.520
70 H -5.019 2.099 -2.488
71 H -3.830 3.401 -2.618
72 H -4.968 3.361 0.949
73 H -4.986 4.327 -0.531
74 H -6.064 2.938 -0.385
75 H 2.840 -1.755 3.015
76 H 2.149 -3.205 2.294
77 H 2.106 -1.697 1.392
78 H -0.771 -2.678 4.223
79 H -0.004 -3.803 3.107
80 H 0.854 -3.306 4.570
81 F -2.269 -0.740 -6.416
82 C -2.299 -0.851 -5.100
83 C -1.490 -0.058 -4.312
84 F -0.679 0.854 -4.847
85 C -1.534 -0.214 -2.941
86 F -0.673 0.578 -2.183
87 C -2.360 -1.099 -2.266
88 S -2.380 -1.228 -0.549
89 C -3.178 -1.875 -3.101
90 F -3.996 -2.758 -2.541
91 C -3.140 -1.773 -4.479
92 F -3.908 -2.547 -5.223
93 C -0.264 -3.792 0.237
94 C 0.325 -2.916 -0.883
95 C 1.648 -3.498 -1.367
96 O 0.507 -1.559 -0.479
97 H -0.988 -4.495 -0.170
98 H -0.765 -3.168 0.971
99 H 0.526 -4.366 0.725
100 H -0.361 -2.918 -1.735
101 H 2.380 -3.540 -0.559
102 H 2.061 -2.896 -2.177
103 H 1.477 -4.509 -1.735

Kohn-Sham gap ... 7.128 eV
Strongest force on any atom ... 1.66 eV Å⁻¹
Total charge ... +2
LUMO level ... -5.432 eV
HOMO energy ... -12.56 eV

---

Entry 3:
Entry from the Open Molecules 2025 dataset: a molecular structure, C30H56AlB2N2O2P2 (ωB97M-V/def2-TZVPD).

Geometry (Å):
1 Al 0.142 0.088 0.241
2 C 2.935 2.684 0.062
3 C 3.770 1.520 -0.490
4 C 4.586 0.931 0.663
5 C 4.701 2.029 -1.589
6 P 2.493 0.280 -1.052
7 C 1.843 1.007 -2.637
8 N 0.455 0.622 -2.778
9 B -0.425 0.266 -1.715
10 N -1.573 -0.319 -2.326
11 C -2.642 -1.060 -1.686
12 P -2.286 -1.265 0.133
13 C -2.248 -3.120 0.361
14 C -3.411 -3.913 -0.236
15 C -0.942 -3.537 -0.334
16 C -2.129 -3.434 1.854
17 C -3.714 -0.404 0.973
18 C -5.100 -0.979 0.689
19 C -3.632 1.054 0.485
20 C -3.451 -0.405 2.483
21 C -1.398 -0.297 -3.708
22 C -2.212 -0.761 -4.724
23 C -1.757 -0.633 -6.031
24 C -0.523 -0.053 -6.308
25 C 0.298 0.417 -5.291
26 C -0.148 0.287 -3.988
27 C 3.215 -1.372 -1.554
28 C 4.517 -1.285 -2.346
29 C 3.426 -2.188 -0.274
30 C 2.157 -2.096 -2.399
31 H 3.597 3.466 0.432
32 H 2.286 3.132 -0.692
33 H 2.309 2.348 0.890
34 H 5.201 1.718 1.101
35 H 3.942 0.533 1.449
36 H 5.256 0.142 0.327
37 H 5.331 2.817 -1.175
38 H 5.357 1.246 -1.962
39 H 4.160 2.455 -2.431
40 H 1.969 2.095 -2.641
41 H 2.430 0.612 -3.472
42 H -3.610 -0.574 -1.836
43 H -2.711 -2.049 -2.150
44 H -3.497 -3.789 -1.314
45 H -3.239 -4.974 -0.049
46 H -4.365 -3.652 0.214
47 H -0.928 -3.260 -1.390
48 H -0.076 -3.086 0.157
49 H -0.825 -4.620 -0.277
50 H -3.077 -3.293 2.371
51 H -1.843 -4.479 1.977
52 H -1.371 -2.817 2.340
53 H -5.314 -1.040 -0.378
54 H -5.223 -1.968 1.124
55 H -5.851 -0.329 1.139
56 H -3.836 1.156 -0.578
57 H -4.374 1.649 1.019
58 H -2.643 1.483 0.692
59 H -3.590 -1.389 2.925
60 H -2.436 -0.071 2.710
61 H -4.152 0.275 2.968
62 H -3.173 -1.207 -4.514
63 H -2.374 -0.984 -6.844
64 H -0.199 0.038 -7.333
65 H 1.251 0.877 -5.517
66 H 5.339 -0.916 -1.736
67 H 4.789 -2.283 -2.693
68 H 4.424 -0.648 -3.224
69 H 4.141 -1.730 0.405
70 H 2.481 -2.319 0.266
71 H 3.799 -3.179 -0.532
72 H 1.986 -1.622 -3.364
73 H 2.501 -3.113 -2.589
74 H 1.201 -2.158 -1.876
75 C -0.769 1.419 5.249
76 C 0.236 1.757 4.161
77 C 1.527 2.265 4.781
78 O 0.569 0.497 3.502
79 B 0.281 0.600 2.196
80 O -0.250 1.830 1.823
81 C -0.338 2.686 3.017
82 C 0.488 3.927 2.720
83 C -1.800 3.065 3.174
84 H -0.310 0.734 5.957
85 H -1.657 0.936 4.841
86 H -1.071 2.315 5.787
87 H 1.866 1.546 5.523
88 H 1.372 3.222 5.273
89 H 2.312 2.374 4.039
90 H 1.539 3.706 2.559
91 H 0.410 4.639 3.541
92 H 0.096 4.401 1.821
93 H -2.445 2.195 3.280
94 H -2.115 3.621 2.293
95 H -1.932 3.705 4.044

Kohn-Sham gap ... 7.681 eV
Strongest force on any atom ... 0.71 eV Å⁻¹
Total charge ... +1
LUMO level ... -2.707 eV
HOMO energy ... -10.39 eV